{
  "formula": "C51H123N8O14V",
  "method": "the ωB97M-V functional and the def2-TZVPD basis",
  "charge": -1,
  "s_squared": 0.755,
  "gap_ev": [4.536, 6.419],
  "multiplicity": 2,
  "homo_ha": [-0.0904, -0.1596],
  "species": ["O", "V", "O", "C", "C", "C", "O", "H", "H", "H", "H", "H", "H", "H", "C", "C", "C", "O", "C", "N", "H", "H", "H", "H", "H", "H", "H", "H", "H", "H", "H", "C", "C", "C", "O", "C", "N", "H", "H", "H", "H", "H", "H", "H", "H", "H", "H", "H", "C", "C", "C", "O", "C", "N", "H", "H", "H", "H", "H", "H", "H", "H", "H", "H", "H", "C", "O", "C", "C", "N", "C", "C", "O", "C", "H", "H", "H", "H", "H", "H", "H", "H", "H", "H", "H", "H", "H", "H", "H", "C", "O", "C", "C", "N", "C", "C", "O", "C", "H", "H", "H", "H", "H", "H", "H", "H", "H", "H", "H", "H", "H", "H", "H", "C", "O", "C", "C", "N", "C", "C", "O", "C", "H", "H", "H", "H", "H", "H", "H", "H", "H", "H", "H", "H", "H", "H", "H", "C", "C", "C", "C", "C", "C", "N", "O", "C", "C", "C", "H", "H", "H", "H", "H", "H", "H", "H", "H", "H", "H", "H", "H", "H", "H", "H", "H", "H", "H", "C", "C", "C", "C", "C", "C", "N", "O", "C", "C", "C", "H", "H", "H", "H", "H", "H", "H", "H", "H", "H", "H", "H", "H", "H", "H", "H", "H", "H", "H"],
  "coordinates": [[-0.276029, -2.157856, 4.407455], [-0.488009, -3.112256, 3.115215], [0.958661, -3.504486, 2.543515], [0.339581, 0.559104, 2.171725], [-0.484979, -0.345986, 1.156575], [0.465231, -0.775066, 0.048275], [-1.110579, -1.496806, 1.713805], [0.771271, 1.450364, 1.716305], [1.180671, 0.027754, 2.617065], [-0.385099, 0.804744, 2.947995], [-1.264019, 0.315344, 0.777305], [-0.047819, -1.305296, -0.754055], [1.315481, -1.324156, 0.452825], [0.776191, 0.142994, -0.450315], [3.127111, -3.478086, -1.226235], [4.026751, -3.613806, 0.026835], [4.515091, -5.049886, 0.250115], [5.015341, -5.711796, -0.895505], [6.193801, -5.059386, -1.523595], [5.103881, -2.646026, -0.075915], [3.666411, -3.799936, -2.117115], [2.857091, -2.427676, -1.334945], [2.276481, -4.158266, -1.182895], [3.373991, -3.265416, 0.827245], [3.699301, -5.656816, 0.642815], [5.280211, -5.098106, 1.024955], [6.974231, -4.777046, -0.816965], [5.943151, -4.247436, -2.206245], [6.609461, -5.845426, -2.154045], [5.491191, -2.676286, 0.856375], [4.662161, -1.739256, -0.128295], [4.744411, 0.253184, -2.942405], [3.777771, 1.166294, -2.194305], [2.408831, 1.211764, -2.888465], [1.644561, 2.221794, -2.225975], [0.299821, 2.421584, -2.657335], [3.715891, 0.800794, -0.835585], [4.888481, 0.603534, -3.964465], [4.390661, -0.777726, -2.955645], [5.733971, 0.355844, -2.497055], [4.120651, 2.199514, -2.248895], [1.964401, 0.219334, -2.813085], [2.430771, 1.397144, -3.962365], [-0.425239, 2.858304, -1.970555], [-0.173619, 1.457234, -2.841685], [0.371171, 3.176394, -3.440455], [3.033941, 1.386034, -0.374565], [3.294151, -0.114266, -0.765495], [-5.189259, -1.018966, 1.297325], [-4.436999, -0.135536, 2.288005], [-5.366949, 0.762474, 3.138125], [-4.641429, 1.457074, 4.134165], [-5.382989, 2.257194, 4.998535], [-3.731549, -1.048066, 3.160135], [-5.540279, -0.343116, 0.517515], [-5.950039, -1.525696, 1.891065], [-4.453149, -1.643266, 0.790875], [-3.782919, 0.523064, 1.716575], [-6.112709, 0.149784, 3.644625], [-5.850359, 1.448234, 2.442335], [-6.199129, 1.703954, 5.463245], [-5.780549, 3.082454, 4.407785], [-4.714509, 2.661394, 5.758705], [-2.952889, -1.225636, 2.541865], [-3.244629, -0.466286, 3.826875], [0.869461, -5.578326, 5.050965], [-0.292309, -4.786856, 4.757835], [-1.594619, -5.376516, 5.092875], [-2.635049, -4.317036, 4.886275], [-2.672939, -3.798096, 3.491765], [-3.312349, -4.668386, 2.499325], [-2.636929, -4.574086, 1.047195], [-1.271609, -4.976536, 1.208915], [-0.514639, -4.771656, 0.056315], [1.806021, -5.043526, 4.893065], [0.963751, -6.566796, 4.601395], [0.975071, -5.750226, 6.122135], [-1.522789, -5.559616, 6.164985], [-1.816799, -6.293156, 4.546525], [-2.356929, -3.522126, 5.578285], [-3.612939, -4.635166, 5.247685], [-3.124079, -2.896236, 3.435125], [-4.335219, -4.296816, 2.437835], [-3.356699, -5.674746, 2.915695], [-2.680189, -3.531766, 0.731295], [-3.236139, -5.125166, 0.322375], [-1.005609, -5.092566, -0.862415], [0.436261, -5.303186, 0.093125], [-0.279929, -3.710276, -0.024275], [-3.378439, -4.754776, -9.344025], [-3.795139, -3.988486, -8.211605], [-2.753579, -3.413596, -7.388385], [-3.353819, -2.927536, -6.118595], [-4.316639, -1.802096, -6.307505], [-4.962559, -1.509816, -4.996505], [-4.039439, -0.721986, -4.023215], [-3.509899, -1.659836, -3.137815], [-2.876109, -1.124426, -1.951255], [-2.831539, -5.575376, -8.879685], [-2.861319, -4.239606, -10.153515], [-4.265839, -5.258646, -9.727075], [-2.323319, -2.539176, -7.876595], [-1.909349, -4.084896, -7.231075], [-2.547299, -2.677016, -5.429485], [-3.869739, -3.763106, -5.645575], [-4.991969, -2.135766, -6.980325], [-5.242519, -2.447786, -4.516995], [-5.906119, -0.988816, -5.158835], [-4.557529, 0.076834, -3.492575], [-3.289009, -0.196956, -4.614225], [-2.201799, -0.301806, -2.189405], [-2.372349, -2.015286, -1.576155], [-3.536459, -0.727506, -1.180225], [0.364991, -6.032296, -9.307745], [-0.048219, -4.666986, -9.175575], [0.712251, -3.712966, -10.002095], [0.536911, -2.317566, -9.396405], [1.132081, -2.210606, -7.979255], [0.395431, -1.219656, -7.170835], [0.514161, -1.465466, -5.676215], [0.297331, -2.813826, -5.392655], [1.016081, -3.151206, -4.148795], [-0.399479, -6.599836, -8.777105], [1.383791, -6.239636, -8.980395], [0.226131, -6.335946, -10.345355], [0.438851, -3.633456, -11.054255], [1.738591, -4.037216, -10.174125], [-0.500859, -1.998796, -9.493985], [1.071121, -1.544566, -9.948845], [1.009291, -3.051636, -7.433645], [-0.650339, -1.355866, -7.446375], [0.733051, -0.225516, -7.463775], [-0.189609, -0.893616, -5.071405], [1.456361, -1.024246, -5.351125], [0.918511, -4.185886, -3.820135], [0.715111, -2.746226, -3.182615], [2.094361, -3.065666, -4.283245], [-0.002119, 7.413654, 1.685175], [-1.380039, 7.027344, 1.135655], [-1.176269, 5.835494, 0.135605], [-0.824049, 4.481184, 0.860265], [-1.897519, 4.173644, 1.973085], [-2.202759, 5.339424, 2.909885], [-2.354469, 6.635994, 2.139595], [-2.764979, 7.726644, 2.932925], [-3.542609, 5.041164, 3.486955], [-1.127159, 5.414014, 4.051755], [-1.921219, 8.148754, 0.251945], [-0.028339, 8.006564, 2.599435], [0.478071, 8.057214, 0.948045], [0.590411, 6.524034, 1.898695], [-2.091809, 5.660644, -0.429475], [-0.502259, 6.064844, -0.689755], [0.226641, 4.463144, 1.149805], [-0.990509, 3.730134, 0.088045], [-1.438119, 3.325274, 2.480345], [-2.786169, 3.805194, 1.460595], [-3.624149, 4.036304, 3.901345], [-3.717399, 5.754404, 4.292455], [-4.323369, 5.190194, 2.741095], [-1.140649, 4.509054, 4.659185], [-0.098579, 5.410444, 3.691035], [-1.191039, 6.336224, 4.629295], [-1.931349, 9.120864, 0.744905], [-2.959539, 7.969894, -0.027325], [-1.362489, 8.201044, -0.682495], [-3.410159, 8.200004, 2.402575], [3.345991, 2.812944, 3.594545], [3.393811, 2.784944, 5.129465], [4.852361, 2.508724, 5.673525], [5.753811, 3.667044, 5.378105], [5.220691, 4.908474, 6.251265], [3.800521, 5.280204, 5.872975], [2.952061, 4.074044, 5.785875], [1.604161, 4.413264, 5.562145], [3.350571, 6.297234, 6.974315], [3.768951, 5.926554, 4.442895], [2.603291, 1.582064, 5.597265], [2.331311, 3.098404, 3.316985], [3.559921, 1.818194, 3.203645], [3.986721, 3.522894, 3.071545], [4.813131, 2.259554, 6.733945], [5.289471, 1.667864, 5.135025], [5.853881, 3.849724, 4.308195], [6.757891, 3.448614, 5.741715], [5.992951, 5.670254, 6.144515], [5.222501, 4.501684, 7.262515], [2.612231, 6.888264, 6.432415], [2.956971, 5.859164, 7.891525], [4.186331, 6.905164, 7.320785], [2.786481, 5.968224, 3.972675], [4.218391, 6.912454, 4.561655], [4.453241, 5.337344, 3.832415], [2.559671, 1.647844, 6.684405], [3.009511, 0.682024, 5.135735], [1.569151, 1.708614, 5.276905], [1.164551, 4.046964, 6.332965]],
  "forces_ev_per_angstrom": [[-0.9, 0.9, 1.1], [-0.3, 2.2, -0.1], [1.9, -1.3, -1.6], [-0.9, -1.1, -0.3], [0.9, -1.5, 1.4], [-0.4, 1.0, -0.6], [-0.1, 0.3, 0.1], [-0.3, 0.3, -0.3], [-0.2, -0.4, 0.1], [0.3, 0.3, 0.3], [-0.3, 0.3, -0.5], [-0.1, -0.6, 0.2], [-0.1, -0.2, 0.0], [0.6, 0.3, -0.1], [0.9, -0.8, 0.1], [-1.6, 0.0, -0.9], [0.0, 0.4, 0.1], [1.3, 1.0, -0.9], [-1.0, -1.5, 0.0], [0.6, -0.2, 0.2], [0.2, 0.2, -0.1], [-0.4, -0.1, -0.1], [-0.3, 0.4, 0.3], [-0.2, -0.8, 0.6], [-0.2, 0.0, -0.3], [0.3, 0.4, 0.3], [-0.3, 0.2, 0.3], [-0.2, 0.2, 0.5], [0.0, -0.2, 0.0], [0.6, 0.4, 0.2], [0.1, 0.4, -0.1], [0.1, 0.8, -0.2], [-0.1, 0.6, -2.0], [-0.5, 0.1, 0.3], [-0.3, -0.1, 0.9], [0.5, -0.2, -0.3], [-0.3, -0.4, 1.4], [-0.3, -0.1, -0.2], [0.2, -0.1, 0.1], [-0.1, -0.5, 0.3], [0.4, 0.1, 0.0], [-0.5, -0.3, 0.4], [0.4, 0.4, -0.3], [0.9, 0.2, 1.0], [0.1, 0.0, -1.0], [-0.5, -0.6, -0.8], [-0.1, 0.3, 0.3], [0.0, -0.4, 0.1], [0.4, 1.5, 0.1], [-1.1, 0.2, 0.8], [0.2, -0.3, -0.4], [1.1, -0.7, -0.4], [-0.2, 0.2, -0.5], [0.5, 0.8, -0.1], [-0.8, -0.2, -0.1], [-0.1, -0.4, -0.7], [-0.2, -0.5, 0.3], [0.4, 0.2, 0.0], [-0.3, -0.2, -0.1], [-0.3, 0.4, 0.0], [-0.2, -0.1, 0.2], [-0.4, 0.4, 0.2], [0.0, -0.1, 0.0], [1.3, -1.0, -0.2], [0.1, 0.0, 0.8], [0.1, 0.3, 1.0], [-0.3, -1.5, -0.3], [1.7, 0.5, 0.3], [-0.1, 0.9, -0.4], [1.1, -0.7, 0.2], [0.2, 0.5, -0.8], [-0.1, 0.2, 2.5], [-1.5, -0.6, 0.1], [0.8, 0.7, -0.7], [-0.5, 0.5, -0.9], [-0.5, 0.1, -0.6], [-0.7, -0.1, 0.5], [-0.3, -0.5, 0.1], [0.3, -0.2, -0.2], [0.1, 0.5, -0.5], [-0.3, -0.5, -0.2], [-0.2, 0.3, 0.5], [-0.4, -0.3, -0.5], [0.2, -0.2, -0.4], [0.2, 0.3, 0.1], [0.3, -0.6, -0.1], [-0.5, -0.2, -0.1], [-0.1, -0.1, 0.5], [0.1, 0.2, -0.1], [-0.5, -0.8, 1.6], [0.2, 0.7, -0.2], [-0.2, 0.3, -1.2], [-0.7, 0.1, 0.4], [0.9, -0.3, 1.0], [0.2, 0.2, -0.6], [-0.8, -0.3, -0.8], [0.4, 0.4, 1.2], [0.0, -0.8, -0.9], [0.9, -0.1, -0.7], [0.2, 0.2, 0.3], [-0.2, 0.4, -0.2], [0.0, 0.1, -0.5], [-0.2, -0.4, 0.1], [0.0, 0.4, 0.0], [-0.2, -0.3, 0.2], [-0.3, 0.1, 0.0], [0.1, -0.1, 0.4], [0.1, 0.3, -0.2], [-0.5, 0.0, 0.2], [0.5, -0.1, -0.2], [0.4, -0.2, -0.2], [0.3, 0.5, 0.4], [-0.6, -0.2, -0.2], [-1.2, 0.7, -0.6], [1.3, 0.8, -1.1], [-0.3, 0.0, 0.6], [1.6, -0.2, 1.7], [-0.7, 0.2, -0.8], [-0.6, -0.5, -0.8], [0.1, 1.3, -0.2], [1.4, -1.0, 2.3], [0.1, -1.2, -0.3], [0.4, -0.1, 0.4], [0.0, 0.1, 0.2], [0.4, -0.1, -0.3], [-1.2, -0.4, -0.2], [0.4, 0.0, 1.1], [-0.4, -0.3, 0.6], [0.2, -0.3, -0.5], [-0.1, -0.7, -0.5], [-0.4, 0.5, 0.1], [-0.2, 0.2, 0.3], [-0.5, 0.4, -0.4], [0.7, -0.8, 0.2], [-0.5, -0.6, -1.1], [-0.4, 1.4, -0.5], [0.0, 0.6, -0.1], [0.1, 0.3, 0.1], [0.9, -0.6, -1.0], [-0.4, -1.0, 1.1], [-1.5, 1.2, -0.9], [2.1, 0.4, -1.5], [1.0, 0.7, 0.2], [-0.6, -1.7, -1.2], [0.8, 0.0, 0.8], [-1.0, 0.5, 1.1], [0.2, 0.0, -0.9], [-0.7, 0.4, 0.3], [-0.4, 0.0, 0.1], [0.4, -0.3, -0.1], [0.2, 0.2, -0.2], [-0.5, 0.1, 0.3], [0.6, 0.3, 0.5], [-0.2, -0.1, 0.4], [0.4, -0.3, 0.1], [-0.5, 0.0, 0.6], [-0.2, 0.2, 0.1], [0.2, 0.0, -0.1], [-0.3, 0.0, 0.1], [0.0, -0.1, -0.1], [-0.5, 0.2, 0.3], [0.0, 0.0, -0.5], [-0.4, -0.2, 0.2], [0.3, 0.1, 0.0], [-0.1, -0.3, 0.0], [0.2, 0.2, 0.2], [-0.2, -0.2, -0.1], [-0.3, 0.2, 0.0], [1.7, 0.7, 0.2], [-0.6, 0.3, -1.5], [0.0, 1.4, 1.8], [1.1, -2.7, -1.8], [-0.3, 0.3, -0.9], [0.9, -1.5, 1.8], [0.1, 0.0, -0.5], [-0.5, -0.5, -1.1], [1.1, 0.2, 1.2], [-1.2, 1.3, 0.0], [-0.2, -0.2, -0.1], [-0.1, 0.0, -0.1], [0.2, 0.0, 0.3], [0.0, 0.1, 0.0], [-0.5, -0.5, 0.0], [-0.2, 0.2, 0.0], [0.2, 0.0, 0.0], [-0.6, 0.6, 0.2], [0.0, 0.3, 0.2], [-0.3, 0.4, 0.8], [-0.3, -0.4, -0.3], [0.1, 0.2, -0.5], [0.0, 0.0, 0.3], [-0.2, 0.3, -0.4], [-0.2, 0.2, -0.2], [0.3, -0.7, 0.1], [-0.1, -0.1, 0.5], [-0.1, -0.3, -0.2], [-0.2, 0.0, 0.1]],
  "lowdin_charge": [-0.51, 0.69, -0.51, -0.06, -0.53, -0.08, -0.34, 0.05, 0.07, 0.06, 0.10, 0.05, 0.07, 0.05, -0.05, -0.42, -0.20, -0.20, -0.08, 0.04, 0.06, 0.05, 0.07, 0.12, 0.13, 0.11, 0.08, 0.07, 0.07, 0.07, 0.04, -0.06, -0.47, -0.20, -0.20, -0.09, 0.07, 0.07, 0.07, 0.08, 0.14, 0.11, 0.12, 0.06, 0.07, 0.09, 0.07, 0.04, -0.06, -0.44, -0.19, -0.20, -0.13, 0.06, 0.07, 0.08, 0.06, 0.13, 0.12, 0.12, 0.08, 0.08, 0.09, 0.03, 0.09, -0.09, -0.27, -0.17, -0.19, -0.10, -0.14, -0.17, -0.21, -0.14, 0.09, 0.08, 0.07, 0.12, 0.12, 0.12, 0.12, 0.05, 0.11, 0.11, 0.09, 0.11, 0.08, 0.08, 0.07, -0.10, -0.20, -0.21, -0.21, -0.04, -0.19, -0.24, -0.20, -0.06, 0.08, 0.08, 0.08, 0.10, 0.12, 0.11, 0.12, 0.09, 0.11, 0.11, 0.11, 0.11, 0.08, 0.09, 0.07, -0.10, -0.22, -0.19, -0.17, -0.04, -0.21, -0.26, -0.18, -0.07, 0.08, 0.09, 0.08, 0.11, 0.11, 0.10, 0.11, 0.08, 0.08, 0.12, 0.12, 0.11, 0.08, 0.08, 0.08, -0.03, -0.52, -0.13, -0.14, -0.11, -0.48, -0.10, -0.02, -0.06, -0.02, -0.06, 0.08, 0.08, 0.06, 0.11, 0.11, 0.10, 0.08, 0.11, 0.12, 0.07, 0.08, 0.09, 0.08, 0.05, 0.08, 0.08, 0.08, 0.08, 0.09, -0.03, -0.48, -0.15, -0.18, -0.13, -0.50, -0.10, -0.02, -0.03, -0.02, -0.04, 0.08, 0.09, 0.06, 0.12, 0.12, 0.10, 0.10, 0.11, 0.11, 0.07, 0.08, 0.07, 0.08, 0.08, 0.05, 0.09, 0.10, 0.08, 0.10]
}